{"formula": "C19H23CuO2PS4Si", "method": "the ωB97M-V functional and the def2-TZVPD basis", "symbols": ["Cu", "O", "C", "S", "C", "C", "S", "S", "S", "C", "C", "C", "C", "C", "C", "Si", "C", "C", "C", "C", "C", "C", "H", "H", "H", "H", "H", "H", "H", "H", "H", "H", "H", "C", "P", "C", "C", "H", "H", "H", "H", "H", "H", "H", "H", "H", "C", "O", "H", "H", "H"], "positions_angstrom": [[0.142165, 0.255027, -0.381987], [-3.038568, -4.474474, -3.867482], [-2.506780, -3.530725, -3.328114], [-0.763545, -3.319630, -3.204240], [-0.755178, -1.722758, -2.420994], [-1.980890, -1.218355, -2.145868], [-2.218346, 0.301484, -1.345732], [-3.377616, -2.202788, -2.577489], [0.713585, -0.930221, -2.065874], [4.519448, -3.661298, 1.439359], [4.970891, -2.854538, 0.406623], [4.386866, -1.622686, 0.178663], [3.341481, -1.147858, 0.972454], [2.888365, -1.988179, 1.988350], [3.471412, -3.217872, 2.230278], [2.463028, 0.519063, 0.554528], [2.505409, 1.590860, 2.149270], [3.114767, 2.844807, 2.171267], [3.077265, 3.658025, 3.289062], [2.421334, 3.236893, 4.435410], [1.801443, 1.997254, 4.433863], [1.839016, 1.197537, 3.306746], [4.969362, -4.630219, 1.619125], [5.782647, -3.195054, -0.227173], [4.741439, -1.012431, -0.641932], [2.042080, -1.681432, 2.588863], [3.101233, -3.842466, 3.035410], [3.652024, 1.161662, -0.125423], [3.633024, 3.195103, 1.286738], [3.562791, 4.628556, 3.272126], [2.386223, 3.869564, 5.315328], [1.281194, 1.653832, 5.320203], [1.308253, 0.257566, 3.316817], [-0.701965, -2.374977, 4.019409], [-0.749243, -1.309873, 2.463834], [-2.473028, -0.682199, 2.673837], [-1.216447, -2.687156, 1.305820], [-1.637583, -2.888100, 4.241080], [-0.440858, -1.734313, 4.863369], [0.094360, -3.108376, 3.905662], [-3.158881, -1.463085, 3.011186], [-2.791457, -0.304267, 1.705152], [-2.476445, 0.145533, 3.381037], [-1.993190, -3.324919, 1.734712], [-0.334785, -3.285522, 1.076712], [-1.584998, -2.253470, 0.377217], [-0.726613, 2.056792, 1.060543], [-0.481067, 0.739463, 1.163025], [-1.695872, 2.290687, 0.571936], [0.044734, 2.561893, 0.456560], [-0.723147, 2.546804, 2.052669]], "forces_ev_per_a": [[1.1, -1.1, -1.9], [-0.2, -0.5, -0.2], [0.2, 0.4, 0.1], [0.2, 0.2, 0.0], [-1.4, -0.6, -0.4], [0.2, 0.1, 0.1], [-0.3, 0.0, 0.0], [0.1, 0.1, 0.0], [1.6, -0.6, -0.9], [0.0, -0.1, 0.0], [0.2, -0.2, -0.1], [-0.1, 0.2, 0.0], [-0.5, 0.3, -0.1], [-0.1, 0.1, 0.1], [0.1, -0.2, 0.1], [0.2, 0.1, -0.1], [-0.1, -0.3, -0.3], [0.1, 0.0, -0.2], [0.1, 0.3, 0.2], [0.0, 0.1, 0.1], [0.0, 0.1, 0.2], [-0.1, -0.1, 0.1], [0.0, 0.0, 0.0], [0.0, 0.0, 0.0], [0.0, 0.1, 0.0], [0.0, 0.0, 0.1], [0.0, 0.0, 0.0], [-0.1, 0.1, -0.2], [0.0, 0.0, -0.1], [0.0, 0.0, 0.0], [0.0, 0.0, 0.0], [-0.1, 0.0, 0.0], [-0.1, -0.1, 0.0], [0.0, 0.2, -0.2], [-0.4, -1.3, 0.7], [0.3, 0.2, 0.0], [0.2, 0.2, 0.1], [-0.2, -0.1, 0.0], [0.0, 0.0, 0.1], [0.1, -0.1, 0.0], [0.0, -0.1, 0.0], [0.0, 0.1, -0.1], [-0.1, 0.1, 0.1], [-0.1, 0.0, 0.0], [0.0, -0.1, 0.0], [0.0, 0.0, -0.1], [-0.6, 1.7, 0.3], [-0.6, 0.4, 2.4], [0.0, 0.0, 0.1], [0.1, 0.4, 0.0], [-0.1, 0.1, 0.0]], "lowdin_charge": [-0.0596, -0.1345, -1.0901, 0.9004, -1.1776, -1.2131, 0.4857, 0.8966, 0.5052, -0.1319, -0.1238, -0.1331, -0.3140, -0.1176, -0.1141, 0.7162, -0.3181, -0.1361, -0.1297, -0.1341, -0.1096, -0.1217, 0.0820, 0.0860, 0.0820, 0.0481, 0.0883, -0.0504, 0.0788, 0.0836, 0.0812, 0.0893, 0.0397, -0.3259, 0.8725, -0.2871, -0.2677, 0.0094, 0.0092, 0.0079, 0.0255, 0.0131, 0.0288, 0.0295, 0.0337, 0.0126, -0.3526, -0.6422, 0.0477, 0.0578, 0.0739], "e_above_lowest_kj_mol": 231.5, "homo_energy_ev": [-0.51, -0.68], "s2": 0.759, "total_energy_ha": -4752.3886, "spin_multiplicity": 2, "charge": -2, "gap_ev": [5.3, 5.5]}

---

{"formula": "C19H23F4N4O2Sn", "method": "the ωB97M-V functional and the def2-TZVPD basis", "symbols": ["Sn", "C", "C", "N", "C", "C", "C", "C", "N", "C", "C", "F", "C", "F", "C", "C", "F", "C", "F", "H", "H", "H", "H", "H", "H", "H", "H", "H", "H", "H", "H", "H", "H", "H", "O", "C", "N", "C", "O", "C", "C", "C", "C", "N", "C", "H", "H", "H", "H", "H", "H", "H", "H"], "positions_angstrom": [[-0.877535, 1.067685, 0.247338], [-3.123836, 0.262106, -2.491501], [-2.136075, -0.881091, -2.340014], [-0.757757, -0.444449, -2.041157], [-0.197725, 0.542478, -2.979687], [-0.009825, 0.047630, -4.415709], [0.111784, -1.584893, -1.763630], [1.526759, -1.242675, -1.257093], [1.606242, 0.027170, -0.615637], [2.756028, 0.566382, -0.300555], [2.770713, 1.939733, 0.153935], [1.590202, 2.527544, 0.300680], [3.920809, 2.629878, 0.384405], [3.871132, 3.884938, 0.739719], [5.167239, 1.981328, 0.256676], [5.217504, 0.635107, -0.101705], [6.363339, 0.019600, -0.188355], [4.062029, -0.066344, -0.380308], [4.136256, -1.318328, -0.701978], [-4.129611, -0.149656, -2.549353], [-3.087901, 0.940933, -1.622997], [-2.966366, 0.841782, -3.398831], [-2.456299, -1.527485, -1.520264], [-2.146505, -1.482483, -3.256030], [-0.857967, 1.413254, -2.993877], [0.775635, 0.864699, -2.587991], [-0.969922, -0.231161, -4.848425], [0.401366, 0.853930, -5.020373], [0.669657, -0.800888, -4.485431], [-0.397279, -2.207198, -1.023700], [0.241321, -2.211489, -2.654164], [1.809715, -2.040375, -0.550595], [2.272306, -1.324066, -2.057838], [6.087799, 2.531696, 0.436065], [-2.237905, 2.831922, 1.648152], [-2.792951, 2.825983, 2.999794], [-4.198203, 2.562860, 3.029913], [-4.803368, 1.338561, 3.215987], [-5.968061, 1.178230, 3.443195], [-3.835278, 0.187329, 3.053548], [-3.528923, -0.711294, 4.069447], [-2.472763, -1.596120, 3.869287], [-1.733379, -1.504023, 2.700806], [-2.081602, -0.685037, 1.699865], [-3.159945, 0.089028, 1.858503], [-2.525150, 3.652066, 1.222693], [-2.598372, 3.792494, 3.462716], [-2.239977, 2.059143, 3.537987], [-4.826532, 3.349497, 3.144116], [-4.091689, -0.710522, 4.994486], [-2.207816, -2.318551, 4.627858], [-0.850555, -2.111519, 2.551891], [-3.491992, 0.653491, 0.988225]], "forces_ev_per_a": [[-0.7, -1.2, -0.3], [0.2, -0.1, 0.0], [-0.3, -0.1, -0.3], [0.0, 1.0, 1.5], [0.2, -0.1, -0.6], [-0.2, 0.1, 0.2], [0.0, -0.3, -0.1], [-0.5, -0.7, -0.5], [1.5, 0.8, 0.7], [-1.1, -0.6, -0.2], [-0.3, 0.6, 0.3], [0.4, 0.0, -0.1], [-0.3, 0.0, 0.0], [0.1, 0.1, 0.0], [-0.3, -0.2, -0.1], [-0.1, -0.3, -0.1], [0.1, 0.0, 0.0], [0.8, -0.1, -0.1], [0.0, 0.0, 0.0], [0.0, 0.1, 0.1], [-0.1, 0.1, 0.0], [0.0, 0.1, 0.0], [0.1, -0.1, 0.0], [0.0, 0.0, 0.1], [0.1, 0.0, 0.1], [-0.2, 0.1, 0.0], [0.0, -0.1, -0.1], [0.0, 0.0, 0.0], [0.0, 0.0, 0.0], [0.0, 0.0, 0.0], [-0.1, 0.0, 0.0], [0.1, 0.2, 0.0], [-0.1, 0.1, 0.0], [0.0, 0.0, 0.1], [0.1, 0.0, -0.1], [-0.5, -0.2, 0.3], [0.2, 0.6, 0.0], [-0.1, -0.7, 0.0], [0.1, 0.2, 0.0], [-0.2, 0.2, 0.1], [0.1, -0.1, -0.2], [-0.2, 0.1, -0.1], [0.2, -0.2, 0.2], [0.5, 0.5, -0.8], [0.0, -0.1, 0.0], [0.0, 0.0, -0.1], [0.0, 0.0, -0.1], [0.0, 0.1, -0.1], [0.0, 0.0, 0.0], [0.0, 0.1, 0.0], [0.1, 0.0, 0.0], [0.0, 0.0, 0.0], [0.0, 0.1, 0.1]], "lowdin_charge": [1.6772, -0.0571, -0.2374, -0.2797, -0.2589, -0.0297, -0.1563, -0.1446, 0.1166, -0.0923, -0.0963, 0.0637, -0.1659, 0.2041, 0.2760, -0.1624, 0.2112, -0.0643, 0.2282, 0.1062, 0.0444, 0.0905, 0.1229, 0.1397, 0.1123, 0.1001, 0.0894, 0.0998, 0.0840, 0.1303, 0.1461, 0.1703, 0.1573, 0.1907, -0.2373, -0.1809, 0.1138, -0.4262, 0.1741, -0.1000, 0.0784, 0.0180, -0.0997, -0.0666, -0.1781, 0.1115, 0.1525, 0.1349, 0.1706, 0.1542, 0.1347, 0.1228, 0.1072], "e_above_lowest_kj_mol": 95.8, "homo_energy_ev": -17.61, "total_energy_ha": -1719.9405, "charge": 3, "gap_ev": 4.2}